Record 1
The following is a DFT calculation (the ωB97M-V functional and the def2-TZVPD basis) of a cluster of 2 separate species, C3H11NO2 in total.

Geometry as ORCA input:
```
! wB97M-V def2-TZVPD RIJCOSX def2/J DEFGRID3
* xyz 0 1
C 1.70038 0.16387 -0.63095
C 2.64227 -0.52788 0.31332
O 2.40964 -1.94399 0.08905
H 2.10750 0.18187 -1.63781
H 0.66793 -0.15990 -0.78509
H 1.50354 1.20770 -0.34812
H 2.62948 -0.48362 1.40544
H 3.70480 -0.33658 0.14733
H 1.55427 -2.12514 -0.30209
N -2.55881 0.59252 -0.88883
C -2.10638 0.92943 0.42990
O -1.91208 -0.21245 1.27022
H -2.15951 -0.28945 -1.18611
H -3.56493 0.49070 -0.93185
H -1.10208 1.34629 0.39304
H -2.79262 1.61263 0.92899
H -2.72339 -0.44601 1.73357
*
```

Calculated values
Structure (SMILES): CCO.NCO
Max |F|: 2.6 eV/Å
LUMO level: 0.77 eV
Energy relative to the best compared isomer or geometry (same formula, charge and spin): 115.7 kJ/mol
Calculated total energy: -326.08739 a.u.

Charges obtained by natural (NBO) population analysis, quoted in units of e: number 1, C, carries -0.655; number 2, C, carries -0.071; number 3, O, carries -0.745; number 4, H, carries 0.218; number 5, H, carries 0.211; number 6, H, carries 0.215; number 7, H, carries 0.181; number 8, H, carries 0.177; number 9, H, carries 0.467; number 10, N, carries -0.845; number 11, C, carries 0.083; number 12, O, carries -0.744; number 13, H, carries 0.365; number 14, H, carries 0.355; number 15, H, carries 0.163; number 16, H, carries 0.159; number 17, H, carries 0.465



Record 2
The following is a DFT calculation (the ωB97M-V functional and the def2-TZVPD basis) of a cluster of 3 separate species, C3H11NO2 in total.

Geometry as ORCA input:
```
! wB97M-V def2-TZVPD RIJCOSX def2/J DEFGRID3
* xyz 0 1
C 0.35906 -1.61857 -1.82670
N 0.18120 -0.91458 -0.80076
C 0.60241 0.48712 -0.84025
C 1.62600 0.75473 0.24882
H 0.80468 -1.22530 -2.74183
H 0.05764 -2.66576 -1.80953
H 0.99617 0.74144 -1.83043
H -0.28954 1.08912 -0.65488
H 1.91487 1.80001 0.21783
H 1.19908 0.52748 1.22540
H 2.51269 0.14139 0.09995
O -1.42408 -1.07978 1.53872
H -0.93414 -1.14089 0.68862
H -2.23408 -1.58524 1.43034
O -1.71979 1.74159 1.34602
H -1.97696 2.16331 2.16929
H -1.67520 0.78394 1.53939
*
```

Calculated values
Structure (SMILES): C=NCC.O.O
Max |F|: 0.3 eV/Å
LUMO level: 0.98 eV
Energy relative to the best compared isomer or geometry (same formula, charge and spin): 28.9 kJ/mol
Calculated total energy: -326.12046 a.u.

Charges obtained by natural (NBO) population analysis, quoted in units of e: number 1, C, carries -0.036; number 2, N, carries -0.430; number 3, C, carries -0.255; number 4, C, carries -0.607; number 5, H, carries 0.148; number 6, H, carries 0.175; number 7, H, carries 0.165; number 8, H, carries 0.230; number 9, H, carries 0.216; number 10, H, carries 0.223; number 11, H, carries 0.201; number 12, O, carries -0.989; number 13, H, carries 0.505; number 14, H, carries 0.472; number 15, O, carries -0.983; number 16, H, carries 0.465; number 17, H, carries 0.498



Record 3
The following is a DFT calculation (the ωB97M-V functional and the def2-TZVPD basis) of a cluster of 3 separate species, C3H11NO2 in total.

Geometry as ORCA input:
```
! wB97M-V def2-TZVPD RIJCOSX def2/J DEFGRID3
* xyz 0 1
C -0.98467 1.53162 1.44271
C -0.11791 0.53187 1.23984
C -0.45995 -0.84218 1.76107
N 1.14775 0.68158 0.72645
H -0.86722 2.54776 1.08510
H -1.95093 1.32165 1.88572
H -0.49689 -0.91201 2.84656
H 0.23558 -1.62648 1.44634
H -1.41250 -1.16424 1.35814
H 1.74492 -0.12366 0.70781
H 1.46889 1.47456 0.19508
O -0.36906 0.31000 -2.85094
H -1.16346 0.67091 -2.44433
H 0.33218 0.94295 -2.63044
O 0.67607 -1.73886 -1.20809
H 0.53705 -2.68218 -1.34210
H 0.30350 -1.33066 -2.00811
*
```

Calculated values
Structure (SMILES): C=C(C)N.O.O
Max |F|: 0.9 eV/Å
LUMO level: 0.62 eV
Energy relative to the best compared isomer or geometry (same formula, charge and spin): 43.1 kJ/mol
Calculated total energy: -326.11505 a.u.

Charges obtained by natural (NBO) population analysis, quoted in units of e: number 1, C, carries -0.571; number 2, C, carries 0.209; number 3, C, carries -0.652; number 4, N, carries -0.815; number 5, H, carries 0.189; number 6, H, carries 0.197; number 7, H, carries 0.221; number 8, H, carries 0.217; number 9, H, carries 0.227; number 10, H, carries 0.394; number 11, H, carries 0.382; number 12, O, carries -0.952; number 13, H, carries 0.484; number 14, H, carries 0.479; number 15, O, carries -0.968; number 16, H, carries 0.463; number 17, H, carries 0.495